Density functional theory data (ωB97M-V/def2-TZVPD) for a structure of composition ClZn.

The energy is -2239.07417 hartree. Its multiplicity is 1. The calculation puts the relative energy (zero: lowest compared OMol25 entry of this formula, charge and spin) at 2.994 eV. The value obtained for the LUMO energy is -10.410 eV. As for the total charge: +1.

Last column: Löwdin charge in e.
CARTESIAN COORDINATES (ANGSTROEM)
Zn (-0.95, -1.25, 0.26)  1.080
Cl (0.95, 1.25, -0.26)  -0.080